Density functional theory data (the ωB97M-V functional and the def2-TZVPD basis) for a single C3H5N3 molecule at a distorted geometry.

Cartesian coordinates (Å):
C  1.590  -0.547  0.135
N  0.500  0.311  0.439
C  -0.699  0.262  -0.024
N  -1.227  1.503  0.075
C  -1.400  -0.877  -0.586
N  -1.951  -1.806  -1.000
H  1.260  -1.551  -0.132
H  2.164  -0.119  -0.700
H  2.248  -0.586  1.006
H  -0.257  1.753  0.577
H  -2.227  1.656  0.209

Net charge: 0
Orbital gap (eV): 9.79
Highest occupied orbital energy (eV): -9.42
ΔE to the lowest compared entry with this formula, charge and spin (kcal per mole): 51.5
LUMO level (eV): 0.368
2S+1: 1

Atomic partial charges in e from the Mulliken method, atoms 1 to 4: atom 1 (C): -0.7319, atom 2 (N): -0.4679, atom 3 (C): 0.4747, atom 4 (N): -0.4806